No. 1
A cluster of 2 separate species, C7H16Cl2N2O5P in total at a distorted geometry, computed with ωB97M-V with the def2-TZVPD basis set.

Values from the calculation:
**E_HOMO**: -4.60 eV
**Frontier orbital gap**: 7.068 eV

ORCA input file:
```
! wB97M-V def2-TZVPD RIJCOSX def2/J DEFGRID3
* xyz -1 1
Cl -0.072 -1.515 -2.252
Cl -1.601 -3.946 -2.750
P 1.838 1.858 -0.363
O -1.267 2.729 2.119
O 2.502 1.916 1.276
O 0.271 4.448 1.131
O 2.176 0.522 -1.137
O 2.695 3.145 -1.237
N -0.293 3.253 -1.479
N -0.971 1.141 -0.319
C -0.035 -3.147 -2.931
C -1.249 -2.463 1.365
C -0.518 -0.018 0.538
C -0.015 2.311 -0.291
C -1.756 -0.883 1.220
C -0.331 3.229 1.064
C 0.198 -2.602 2.144
H -1.940 -0.393 2.289
H -0.045 2.756 -2.368
H 2.456 2.881 1.608
H 0.165 -2.253 3.276
H -2.744 -0.871 0.590
H -2.048 -3.122 1.957
H 0.726 -3.732 -2.409
H -1.248 0.857 -1.284
H 0.199 0.272 1.424
H 1.090 -2.055 1.604
H 0.497 -3.758 2.159
H 0.212 -3.084 -3.993
H 3.514 2.656 -1.593
H -1.166 -2.884 0.255
H -1.294 3.546 -1.450
H 0.054 -0.795 -0.163
*
```

Löwdin population analysis, charges in e, atoms 1 to 5: atom 1 (Cl): 0.618, atom 2 (Cl): 0.488, atom 3 (P): 0.788, atom 4 (O): -0.264, atom 5 (O): -0.240

---

No. 2
A structure of composition C58H50Br3FGeNP3TeTi at a distorted geometry, computed with ωB97M-V with the def2-TZVPD basis set.

Values from the calculation:
**ΔE to the lowest compared entry with this formula, charge and spin**: 0.0 kJ/mol
**E_HOMO**: -11.43 eV
**Frontier orbital gap**: 4.274 eV

ORCA input file:
```
! wB97M-V def2-TZVPD RIJCOSX def2/J DEFGRID3
* xyz 2 1
Te -3.760 -0.330 4.713
Br -2.189 0.859 1.767
Br -0.639 2.736 4.665
Br 0.763 0.066 3.515
Ge -0.606 -0.609 -2.382
Ti -0.326 0.422 0.219
P 2.246 -0.208 -0.009
P -0.273 -2.353 0.307
P -0.872 2.416 -1.482
F -1.040 -2.095 -3.234
N 1.065 2.978 1.500
C 2.879 -1.804 0.617
C 0.520 -4.034 -1.819
C 1.395 5.856 -1.484
C -2.306 3.303 -0.786
C -3.285 -0.215 -1.316
C -0.436 -6.200 -2.214
C -3.163 -2.264 0.585
C -2.200 3.879 0.483
C 2.343 4.310 -3.060
C 3.737 -0.341 -2.350
C -0.223 -3.010 2.001
C -1.993 -1.816 -0.014
C -1.134 -4.920 -0.303
C 0.418 4.931 -1.145
C -1.961 1.419 -5.834
C 4.458 3.197 0.035
C -1.262 0.729 -3.644
C -1.312 2.051 -3.212
C 3.962 -0.563 -3.696
C -0.270 -3.894 -0.686
C 0.715 -4.012 2.259
C 2.353 5.552 -2.439
C 1.373 3.381 -2.729
C -3.504 3.409 -1.489
C -4.816 -1.470 6.196
C 4.728 0.640 1.095
C -1.597 0.411 -4.955
C -1.654 3.067 -4.103
C 3.467 2.255 -0.167
C -3.277 4.553 1.033
C -4.575 4.093 -0.933
C 1.001 1.792 4.396
C -2.067 -0.805 -0.984
C -1.978 2.743 -5.409
C 2.444 -0.390 -1.820
C 3.969 -4.159 1.637
C -1.216 -6.066 -1.072
C 3.120 -1.939 1.987
C 0.438 -5.190 -2.581
C 3.586 0.975 0.373
C -0.927 -3.087 4.297
C 2.897 -0.858 -4.537
C 3.708 -4.042 0.280
C -4.433 -0.639 -0.674
C 1.610 -0.899 -4.031
C 5.585 2.866 0.774
C -4.507 1.534 5.447
C 0.815 -4.555 3.527
C -4.374 -1.677 0.252
C 5.724 1.587 1.289
C 3.173 -2.869 -0.233
C 3.674 -3.104 2.491
C -4.465 4.664 0.325
C 1.376 -0.661 -2.677
C 0.402 3.690 -1.771
C -1.028 -2.531 3.031
C 0.574 2.060 0.997
C -0.011 -4.097 4.546
H 3.021 -2.783 -1.300
H -3.337 0.563 -2.068
H -2.230 1.172 -6.853
H -1.567 -2.720 5.089
H 1.053 -5.295 -3.465
H 1.190 -3.241 -2.119
H -4.446 -1.209 7.184
H -5.879 -1.250 6.135
H 0.059 -4.527 5.536
H 3.935 -4.863 -0.387
H -0.512 -7.096 -2.816
H -3.139 -3.061 1.315
H 3.883 -3.179 3.550
H 6.359 3.603 0.942
H -0.329 5.192 -0.410
H 3.086 4.064 -3.808
H 1.635 2.386 3.750
H -5.283 -2.032 0.718
H 1.528 -5.344 3.724
H 1.347 -4.381 1.459
H -5.305 5.193 0.755
H 4.860 -0.354 1.494
H -1.736 -1.731 2.852
H 3.105 6.284 -2.702
H 1.358 2.416 -3.226
H 4.406 -5.069 2.026
H -1.666 4.101 -3.779
H 1.443 1.582 5.361
H 6.618 1.317 1.836
H 4.568 -0.124 -1.692
H -5.542 1.661 5.142
H -4.437 1.527 6.531
H -1.283 3.806 1.052
H 3.064 -1.049 -5.589
H -3.896 2.337 5.043
H -5.377 -0.164 -0.906
H -2.248 3.528 -6.103
H -3.613 2.972 -2.472
H -5.499 4.176 -1.489
H -1.725 -4.837 0.599
H -1.580 -0.625 -5.269
H 1.398 6.823 -0.999
H -3.179 4.979 2.023
H 4.970 -0.516 -4.086
H 4.344 4.189 -0.381
H -4.649 -2.528 6.008
H 0.781 -1.134 -4.687
H -1.891 -6.859 -0.779
H 2.604 2.506 -0.762
H 2.899 -1.123 2.660
*
```

Löwdin population analysis, charges in e, atoms 1 to 5: atom 1 (Te): 1.061, atom 2 (Br): 0.387, atom 3 (Br): 0.623, atom 4 (Br): 0.743, atom 5 (Ge): 0.865

---

No. 3
The molecule C11H20BClO4 at a distorted geometry, computed with ωB97M-V with the def2-TZVPD basis set.

Values from the calculation:
**E_HOMO**: -10.02 eV
**SMILES**: CC[C@@H](Cl)B(CCCC(=O)O)CCOC(C)=O
**Frontier orbital gap**: 10.481 eV

ORCA input file:
```
! wB97M-V def2-TZVPD RIJCOSX def2/J DEFGRID3
* xyz 0 1
Cl 2.583 0.487 -1.772
O -2.392 -0.954 1.120
O 3.720 -2.352 1.236
O -2.906 0.729 -0.310
O 5.135 -1.013 0.144
C 0.213 -0.522 -2.515
C 1.127 1.082 1.175
C -3.222 -0.336 0.462
C -4.671 -0.701 0.441
C 3.481 0.083 1.500
C -1.975 1.638 0.278
C -1.170 -1.126 -2.248
C -0.734 1.861 -0.581
C 1.964 -0.064 1.761
C 1.006 -0.228 -1.258
C 4.181 -1.119 0.904
B 0.458 0.868 -0.248
H -1.686 1.315 1.269
H -5.158 -0.388 -0.473
H 1.600 -1.038 1.459
H 1.758 1.966 1.091
H -1.259 -1.556 -1.259
H -4.800 -1.763 0.570
H 3.669 0.889 0.810
H 0.148 0.354 -3.148
H -0.373 2.850 -0.302
H 1.188 -1.161 -0.734
H -5.160 -0.185 1.260
H 3.997 0.328 2.422
H 1.847 -0.012 2.839
H 3.090 -2.280 1.956
H 0.335 1.363 1.863
H -1.930 -0.372 -2.397
H -2.495 2.582 0.392
H -1.375 -1.891 -2.986
H -0.976 1.910 -1.637
H 0.785 -1.247 -3.087
*
```

Löwdin population analysis, charges in e, atoms 1 to 5: atom 1 (Cl): 0.724, atom 2 (O): 0.088, atom 3 (O): 0.105, atom 4 (O): -0.013, atom 5 (O): 0.076

---

No. 4
A structure of composition C32H80F24KO16P4 at a distorted geometry, computed with ωB97M-V with the def2-TZVPD basis set.

Values from the calculation:
**ΔE to the lowest compared entry with this formula, charge and spin**: 0.0 kJ/mol
**E_HOMO**: -3.26 eV
**Frontier orbital gap**: 7.643 eV

ORCA input file:
```
! wB97M-V def2-TZVPD RIJCOSX def2/J DEFGRID3
* xyz -3 1
K -1.976 -2.982 -2.085
P -4.301 -1.355 -5.035
P -0.023 -5.649 -4.268
P -4.703 -5.334 -1.085
P 0.130 -0.814 0.181
F -3.826 -4.133 -0.463
F -5.099 -0.141 -5.608
F -3.554 -2.681 -4.475
F -1.347 -6.609 -4.411
F -3.332 -6.286 -0.814
F -3.992 -4.751 -2.506
F -5.278 -1.404 -3.738
F -3.265 -1.230 -6.281
F 0.394 -0.728 1.810
F -0.296 -5.457 -2.690
F 1.706 -0.846 -0.174
F -0.329 -0.813 -1.375
F 0.210 -5.748 -5.903
F -1.132 -4.557 -4.623
F -5.257 -2.424 -5.809
F 0.199 0.762 0.296
F 0.978 -6.879 -4.111
F -0.039 -2.455 0.291
F -1.454 -0.812 0.765
F -3.452 -0.434 -4.083
F -5.414 -5.718 0.353
F 1.142 -4.465 -4.246
F -5.964 -4.364 -1.437
F -5.405 -6.541 -1.877
O -4.274 1.078 -0.789
O 4.569 -5.085 -4.376
O 4.626 -3.192 2.232
O -3.504 4.670 5.148
O 4.388 4.271 0.819
O -4.693 3.765 -1.504
O 0.191 6.646 -1.684
O -2.250 6.634 -0.173
O -2.485 -4.922 4.844
O 1.735 -0.251 -4.688
O -4.340 -2.510 3.931
O 2.696 -5.912 3.533
O 2.326 2.710 -4.150
O 5.271 -3.195 -2.054
O 2.853 4.144 3.343
O -1.677 3.570 2.827
C 1.640 2.552 -2.922
C 4.795 -1.725 2.261
C 5.290 -2.094 -1.229
C -3.353 -3.367 3.192
C 3.306 1.689 -4.514
C 2.265 -1.037 -3.652
C -3.622 3.428 -0.729
C -1.731 7.877 -0.584
C 5.049 4.034 -0.424
C -2.244 4.003 5.201
C -1.340 4.267 4.006
C 2.669 0.579 -5.373
C -4.087 2.210 0.056
C -4.802 -0.105 -0.214
C 4.073 -3.980 -2.125
C -4.326 4.589 -2.493
C 3.060 3.795 0.844
C -1.835 -6.176 5.016
C -0.194 7.741 -0.891
C 1.554 6.579 -2.145
C 2.244 4.326 2.057
C 1.265 -5.612 3.264
C -1.736 6.102 1.074
C 3.584 -5.243 2.615
C -3.228 -4.888 3.581
C 3.376 -3.694 2.623
C -1.263 2.195 2.739
C -4.152 4.784 6.479
C -3.786 -1.237 4.018
C 5.912 -4.892 -4.747
C 4.281 -5.227 -3.009
C 2.772 2.808 3.839
H -1.329 -6.563 4.132
H -4.580 3.838 6.810
H -2.335 -2.981 3.250
H 4.700 -1.124 3.166
H 3.231 2.730 1.002
H 2.699 -3.508 1.789
H -2.021 8.722 0.040
H -3.382 4.971 7.227
H -1.616 6.758 1.936
H -3.525 1.884 0.932
H -3.631 4.150 -3.209
H -2.602 -6.908 5.269
H 3.158 -3.537 -2.518
H 2.224 1.157 -6.183
H -0.288 1.852 3.087
H -4.207 -0.447 0.633
H -1.933 1.574 3.334
H -2.286 2.919 5.309
H 3.106 -3.266 3.588
H -5.293 4.687 -2.985
H 4.066 2.100 -5.179
H 3.023 2.677 4.892
H 3.365 -5.553 1.594
H -1.487 5.298 3.683
H -2.205 8.035 -1.553
H 1.388 3.532 -2.517
H 6.655 -5.565 -4.319
H 4.263 -1.748 -1.107
H 5.054 2.964 -0.630
H 2.223 5.412 1.968
H 1.741 2.456 3.867
H 3.493 2.248 3.243
H -0.303 4.164 4.322
H 4.165 -1.326 1.466
H 2.349 6.521 -1.402
H 5.805 -1.343 -1.828
H -1.168 -6.117 5.876
H 1.654 7.384 -2.873
H -3.352 -0.887 3.081
H 0.810 1.874 -3.118
H 6.056 4.452 -0.417
H 5.948 -4.881 -5.837
H 3.949 -4.243 -1.074
H -4.742 5.700 6.460
H -1.717 4.375 6.079
H -3.663 -3.189 2.163
H 1.214 3.973 2.119
H 4.622 4.416 -1.352
H -0.815 5.549 0.885
H -2.505 5.433 1.459
H -1.496 1.794 1.753
H 2.377 2.133 -2.237
H 3.788 1.315 -3.611
H 0.493 7.617 -0.054
H -3.846 5.472 -2.071
H 6.321 -4.012 -4.251
H 1.709 5.668 -2.724
H 1.822 -2.031 -3.587
H 3.361 -0.081 -5.898
H -4.493 -0.445 4.264
H 2.554 3.851 -0.120
H -5.797 0.186 0.121
H 5.804 -1.518 1.905
H -4.908 -0.947 -0.898
H 0.971 -5.982 2.282
H 1.095 -4.538 3.344
H -4.173 -5.426 3.509
H 4.599 -5.527 2.891
H 0.630 -6.048 4.036
H 5.825 -2.322 -0.307
H 0.179 8.616 -1.424
H -2.965 -1.265 4.734
H 3.334 -1.237 -3.723
H -3.361 4.164 0.031
H -2.639 -5.486 2.885
H -5.054 2.511 0.458
H 5.021 -5.843 -2.499
H -2.725 3.130 -1.271
H 3.357 -5.805 -2.993
H 2.060 -0.418 -2.778
*
```

Löwdin population analysis, charges in e, atoms 1 to 5: atom 1 (K): 0.819, atom 2 (P): 0.073, atom 3 (P): 0.171, atom 4 (P): 0.257, atom 5 (P): 0.223